Entry 1:
The following is a DFT calculation (ωB97M-V/def2-TZVPD) of a 2-piece molecular cluster, CH2N2O2S overall in a non-equilibrium geometry.

Its spin multiplicity is 1. Its highest occupied orbital energy (spin up / spin down) is -9.67 / -8.29 eV. The net charge is 0. As for the LUMO energy (spin up / spin down): -0.514 / -1.768 eV. For the relative energy (zero: lowest compared OMol25 entry of this formula, charge and spin), the calculation gives 592.22 kJ/mol.

CARTESIAN COORDINATES (ANGSTROEM)
C (1.96, 0.49, 0.55)
N (0.89, 0.27, -1.65)
N (1.34, 0.24, -0.61)
O (-2.60, -1.07, -0.44)
O (2.22, -0.21, 1.50)
S (-3.00, -0.48, 1.08)
H (2.48, 1.53, 0.61)
H (-3.29, -0.77, -1.04)

Entry 2:
The following is a DFT calculation (ωB97M-V/def2-TZVPD) of a 9-piece molecular cluster, C38H55FN10O3S overall.

Its spin multiplicity is 1. Its highest occupied orbital energy is -8.25 eV. The net charge is 0. As for the LUMO energy: 0.148 eV. Its SMILES is COCN(CCCCN)S(=O)(=O)F.c1cc[nH]c1.c1cc[nH]c1.c1cc[nH]c1.c1cc[nH]c1.c1cc[nH]c1.c1cc[nH]c1.c1cc[nH]c1.c1cc[nH]c1.

CARTESIAN COORDINATES (ANGSTROEM)
C (2.02, -1.45, 4.54)
O (0.99, -0.65, 3.94)
C (0.41, 0.27, 4.80)
N (-0.46, -0.43, 5.77)
C (-1.76, -0.75, 5.10)
C (-2.63, -1.75, 5.86)
C (-3.80, -2.28, 5.00)
C (-4.37, -1.26, 4.02)
N (-5.12, -0.23, 4.75)
S (-0.69, 0.34, 7.20)
O (-1.38, 1.57, 7.03)
O (-1.05, -0.59, 8.20)
F (0.81, 0.72, 7.48)
H (2.04, -1.31, 5.62)
H (1.82, -2.50, 4.33)
H (2.98, -1.16, 4.12)
H (1.16, 0.86, 5.33)
H (-0.20, 0.93, 4.18)
H (-2.29, 0.18, 4.91)
H (-1.46, -1.18, 4.14)
H (-2.00, -2.57, 6.19)
H (-3.02, -1.29, 6.77)
H (-4.61, -2.56, 5.67)
H (-3.50, -3.18, 4.46)
H (-5.04, -1.75, 3.32)
H (-3.56, -0.82, 3.41)
H (-4.53, 0.20, 5.46)
H (-5.38, 0.52, 4.12)
C (2.05, 2.74, 0.01)
C (1.82, 3.59, 1.13)
C (1.29, 2.82, 2.13)
N (1.18, 1.54, 1.66)
C (1.64, 1.48, 0.38)
H (2.46, 3.03, -0.94)
H (2.02, 4.65, 1.18)
H (0.97, 3.08, 3.12)
H (0.82, 0.76, 2.19)
H (1.64, 0.55, -0.17)
C (-1.03, 0.06, -4.35)
C (0.16, -0.69, -4.15)
C (0.77, -0.18, -3.03)
N (0.00, 0.84, -2.55)
C (-1.09, 1.00, -3.35)
H (-1.74, -0.06, -5.15)
H (0.53, -1.50, -4.76)
H (1.69, -0.45, -2.54)
H (0.21, 1.40, -1.74)
H (-1.83, 1.76, -3.15)
C (2.91, 8.29, -1.15)
C (3.95, 7.34, -0.91)
C (3.77, 6.85, 0.36)
N (2.67, 7.46, 0.89)
C (2.14, 8.34, -0.02)
H (2.75, 8.85, -2.05)
H (4.73, 7.05, -1.59)
H (4.33, 6.12, 0.92)
H (2.30, 7.30, 1.81)
H (1.26, 8.91, 0.22)
C (2.08, -5.90, -2.22)
C (1.26, -5.74, -3.37)
C (0.97, -4.40, -3.47)
N (1.58, -3.76, -2.44)
C (2.26, -4.66, -1.67)
H (2.49, -6.82, -1.85)
H (0.92, -6.51, -4.04)
H (0.38, -3.85, -4.19)
H (1.53, -2.77, -2.27)
H (2.82, -4.35, -0.80)
C (5.15, -10.01, -0.71)
C (5.37, -10.66, -1.96)
C (4.29, -10.40, -2.76)
N (3.43, -9.61, -2.05)
C (3.94, -9.36, -0.80)
H (5.80, -10.01, 0.14)
H (6.22, -11.26, -2.23)
H (4.07, -10.70, -3.76)
H (2.55, -9.26, -2.39)
H (3.41, -8.76, -0.09)
C (-1.40, -5.54, -8.60)
C (-0.07, -6.01, -8.40)
C (0.22, -5.86, -7.07)
N (-0.88, -5.32, -6.46)
C (-1.87, -5.12, -7.39)
H (-1.94, -5.51, -9.53)
H (0.60, -6.40, -9.15)
H (1.11, -6.08, -6.51)
H (-0.95, -5.11, -5.49)
H (-2.82, -4.71, -7.11)
C (-3.49, 3.37, 4.41)
C (-3.55, 2.95, 3.05)
C (-4.70, 3.47, 2.52)
N (-5.33, 4.19, 3.50)
C (-4.60, 4.13, 4.65)
H (-2.72, 3.14, 5.12)
H (-2.84, 2.33, 2.53)
H (-5.12, 3.39, 1.53)
H (-6.20, 4.68, 3.38)
H (-4.93, 4.64, 5.54)
C (-0.35, 7.77, -3.32)
C (-1.20, 7.82, -4.46)
C (-1.59, 9.12, -4.62)
N (-1.01, 9.86, -3.63)
C (-0.25, 9.04, -2.83)
H (0.14, 6.90, -2.91)
H (-1.49, 6.99, -5.09)
H (-2.23, 9.58, -5.36)
H (-1.12, 10.85, -3.51)
H (0.30, 9.43, -1.99)

Entry 3:
The following is a DFT calculation (ωB97M-V/def2-TZVPD) of an isolated ion of composition C8H8N3 and charge +1 in a non-equilibrium geometry.

Its spin multiplicity is 1. Its highest occupied orbital energy is -13.63 eV. The net charge is +1. As for the LUMO energy: -5.839 eV. For the relative energy (zero: lowest compared OMol25 entry of this formula, charge and spin), the calculation gives 480.83 kJ/mol.

CARTESIAN COORDINATES (ANGSTROEM)
C (1.13, -2.98, 1.17)
C (1.03, -2.47, -0.07)
C (0.30, -2.34, 2.17)
C (0.35, -1.21, -0.19)
C (0.35, -0.68, -1.45)
C (-0.20, -0.57, 0.94)
C (-0.77, 2.45, -0.70)
C (-0.43, 3.05, -1.97)
N (-0.24, -1.17, 2.10)
N (-0.68, 0.64, 0.64)
N (-0.51, 1.22, -0.55)
H (1.62, -3.94, 1.38)
H (1.35, -2.98, -1.01)
H (0.20, -2.85, 3.16)
H (-1.24, 3.04, 0.13)
H (-0.53, 4.09, -1.99)
H (-1.03, 2.73, -2.81)
H (0.54, 2.79, -2.17)
H (-1.22, 1.20, 1.23)

Entry 4:
The following is a DFT calculation (ωB97M-V/def2-TZVPD) of a single C4H8BrF molecule in a non-equilibrium geometry.

Its spin multiplicity is 1. Its highest occupied orbital energy is -10.26 eV. The net charge is 0. As for the LUMO energy: 0.839 eV. For the relative energy (zero: lowest compared OMol25 entry of this formula, charge and spin), the calculation gives 91.82 kJ/mol. Its SMILES is CC(C)(F)CBr.

CARTESIAN COORDINATES (ANGSTROEM)
C (-0.94, 0.26, 0.63)
C (0.44, 0.55, -0.03)
C (0.23, -0.01, -1.46)
F (0.59, 1.95, 0.01)
C (1.46, -0.13, 0.79)
Br (3.22, -0.07, 0.03)
H (-0.92, 0.06, 1.76)
H (-1.58, -0.57, 0.18)
H (-1.56, 1.28, 0.53)
H (0.86, 0.32, -2.33)
H (0.58, -0.98, -1.46)
H (-0.77, 0.08, -1.84)
H (1.07, -1.19, 0.72)
H (1.68, 0.50, 1.75)

- Which value of net charge does entry 4 give?
  0

- What is the formula in the first record?
  CH2N2O2S